C4HF3 | the ωB97M-V functional and the def2-TZVPD basis

Calculated values
ΔE to the lowest compared entry with this formula, charge and spin (kcal per mole): 129.7
HOMO (spin up / spin down) (eV): -9.30 / -9.29
Lowest unoccupied orbital energy (spin up / spin down) (eV): -3.88 / -3.88
Total energy (eV): -12305.8043
HOMO-LUMO gap (spin up / spin down) (eV): 5.414 / 5.414

```
8
C4HF3 | the Open Molecules 2025 dataset | the ωB97M-V functional and the def2-TZVPD basis
F -0.09 1.37 1.24
F 1.71 0.42 0.75
H -0.71 0.49 -2.80
F 0.64 1.62 -0.68
C -0.24 -0.47 -0.19
C -1.12 -2.58 1.03
C 0.51 0.70 0.26
C -0.70 -1.54 0.38
```

Let us look at the natural (NBO) charges, expressed in e, one per atom:
1. F -0.30
2. F -0.30
3. H 0.03
4. F -0.30
5. C 0.20
6. C 0.32
7. C 0.86
8. C -0.51

---

C7H13N | the ωB97M-V functional and the def2-TZVPD basis

Calculated values
ΔE to the lowest compared entry with this formula, charge and spin (kcal per mole): 146.6
HOMO (eV): -6.65
Lowest unoccupied orbital energy (eV): -1.11
Total energy (eV): -8953.5747
HOMO-LUMO gap (eV): 5.546

```
21
C7H13N | the Open Molecules 2025 dataset | the ωB97M-V functional and the def2-TZVPD basis
H -2.42 -1.05 -2.55
C -0.82 -0.72 -1.35
C -2.29 -0.18 1.72
H -1.88 1.41 0.42
H -1.83 -0.90 2.45
N -2.20 -0.72 -1.63
C -0.42 -0.08 -0.04
C -1.36 0.63 0.86
H 4.30 -0.22 -0.38
H 3.46 0.15 0.99
H 3.82 1.44 -0.44
C 0.91 0.24 0.19
H -0.76 1.23 1.58
H -2.91 0.60 2.21
H -0.97 0.03 -2.16
C 2.02 0.03 -0.67
H -0.18 -1.59 -1.63
H 1.89 -0.74 -1.56
C 3.43 0.38 -0.12
H -2.88 -0.85 1.12
H 1.10 0.90 1.01
```

Let us look at the natural (NBO) charges, expressed in e, one per atom:
1. H 0.33
2. C -0.33
3. C -0.60
4. H 0.23
5. H 0.20
6. N -0.70
7. C 0.06
8. C -0.44
9. H 0.23
10. H 0.22
11. H 0.22
12. C -0.25
13. H 0.19
14. H 0.21
15. H 0.40
16. C -0.15
17. H 0.22
18. H 0.20
19. C -0.68
20. H 0.22
21. H 0.20